Entry from the Open Molecules 2025 dataset: 2 unconnected molecules or ions with the total composition C6H11O at a distorted geometry (ωB97M-V/def2-TZVPD).

Relative energy (zero: lowest compared OMol25 entry of this formula, charge and spin) = 668.3 kJ/mol
Maximum force = 5.281 eV/A
LUMO level = 1.69 eV
Net charge = -1

Element x y z (Å)
C 1.304 -2.286 1.062
O 2.442 -3.011 1.136
C 1.332 -0.784 0.789
C -0.100 -0.266 0.800
C -0.580 0.870 -0.173
C -1.819 1.245 -0.649
C -1.794 2.226 -1.739
H 0.863 -2.475 2.070
H 0.515 -2.740 0.415
H 1.846 -0.218 1.575
H 1.953 -0.495 -0.085
H -0.809 -1.096 0.519
H -0.398 0.161 1.752
H 0.183 1.690 -0.058
H 0.110 -0.458 -1.119
H -2.589 2.938 -1.943
H -1.583 1.839 -2.769
H -0.875 2.859 -1.583



Entry from the Open Molecules 2025 dataset: a molecular structure, C22H25IN5Sc at a distorted geometry (ωB97M-V/def2-TZVPD).

Maximum force = 1.381 eV/A
LUMO level = -6.06 eV
Net charge = +2

Element x y z (Å)
Sc -0.028 0.148 -0.093
C 0.659 -0.506 2.836
N 1.259 -0.720 1.508
C 2.599 -0.099 1.439
C 3.013 0.213 0.019
C 4.339 0.445 -0.302
C 4.662 0.769 -1.610
C 3.654 0.847 -2.561
C 2.355 0.620 -2.165
N 2.035 0.326 -0.893
C 1.309 -2.160 1.126
C 0.129 -2.564 0.272
C 0.084 -3.791 -0.322
C -0.807 -4.068 -1.371
C -1.429 -2.986 -1.947
C -1.355 -1.719 -1.364
N -1.004 -1.676 0.040
C -0.036 0.833 2.909
C -0.427 1.361 4.127
C -1.094 2.575 4.151
C -1.351 3.231 2.953
C -0.950 2.637 1.778
N -0.308 1.452 1.745
H 1.412 -0.561 3.628
H -0.060 -1.307 3.029
H 3.353 -0.748 1.894
H 2.574 0.828 2.018
H 5.106 0.356 0.455
H 5.692 0.948 -1.888
H 3.872 1.078 -3.594
H 1.535 0.662 -2.872
H 1.437 -2.764 2.033
H 2.221 -2.296 0.540
H 0.820 -4.534 -0.033
H -0.861 -5.052 -1.811
H -1.942 -3.091 -2.895
H -1.955 -0.892 -1.724
H -0.201 0.830 5.042
H -1.406 3.007 5.092
H -1.859 4.184 2.932
H -1.137 3.108 0.822
I -2.473 -3.342 2.264
C -2.118 -1.619 1.028
H -1.903 -0.846 1.771
H -3.036 -1.360 0.506
C -3.541 1.578 -4.084
C -2.831 2.621 -3.209
C -1.878 2.014 -2.294
N -1.132 1.507 -1.583
H -4.225 2.095 -4.752
H -4.117 0.881 -3.477
H -2.828 1.021 -4.688
H -3.545 3.185 -2.605
H -2.280 3.341 -3.819



Entry from the Open Molecules 2025 dataset: 3 unconnected molecules or ions with the total composition C3H8OS2 at a distorted geometry (ωB97M-V/def2-TZVPD).

Relative energy (zero: lowest compared OMol25 entry of this formula, charge and spin) = 511.2 kJ/mol
Maximum force = 3.875 eV/A
LUMO level = -0.12 eV
Net charge = 0

Element x y z (Å)
C 0.601 -0.111 -0.204
C 2.994 0.045 0.275
C -3.167 -0.034 -0.945
O -0.560 -0.169 -0.510
S 1.663 1.184 -0.435
S -1.784 1.090 -1.113
H 0.391 -0.057 1.960
H 3.942 0.353 -0.138
H 2.707 -0.996 -0.046
H 3.048 0.189 1.276
H -3.015 -0.905 -0.216
H -4.072 0.565 -0.433
H -3.623 -0.531 -1.908
H 0.875 -0.623 2.438



Entry from the Open Molecules 2025 dataset: a single C5H5NS molecule (ωB97M-V/def2-TZVPD).

Relative energy (zero: lowest compared OMol25 entry of this formula, charge and spin) = 105.6 kJ/mol
Maximum force = 0.909 eV/A
LUMO level = -1.30 eV
Net charge = 0

Element x y z (Å)
C 0.985 1.475 -0.006
C -0.332 0.799 -0.003
C -0.594 -0.536 -0.001
C -1.990 -0.931 -0.005
N -3.094 -1.269 -0.004
C 0.369 -1.651 -0.002
S 1.988 -1.588 -0.003
H 1.587 1.162 -0.883
H 1.542 1.169 0.889
H 0.879 2.539 0.004
H -1.223 1.435 0.005
H -0.119 -2.605 0.010



Entry from the Open Molecules 2025 dataset: a single C3H3I molecule at a distorted geometry (ωB97M-V/def2-TZVPD).

Relative energy (zero: lowest compared OMol25 entry of this formula, charge and spin) = 217.9 kJ/mol
Maximum force = 2.554 eV/A
LUMO level (alpha / beta) = -1.14 / -0.99 eV
Net charge = 0

Element x y z (Å)
C 0.085 0.521 -0.238
C -1.180 0.852 0.206
C 0.908 -0.507 0.085
I -2.942 -0.297 0.018
H 0.756 1.285 -0.622
H 2.021 -0.592 -0.014
H 0.353 -1.263 0.565



Entry from the Open Molecules 2025 dataset: a single C4H6O2 molecule (ωB97M-V/def2-TZVPD).

Relative energy (zero: lowest compared OMol25 entry of this formula, charge and spin) = 167.7 kJ/mol
Maximum force = 0.576 eV/A
LUMO level = -0.14 eV
Net charge = 0

Element x y z (Å)
C -0.087 0.052 -1.498
C -0.389 -0.075 -0.204
C -1.168 0.986 0.501
O -1.740 1.894 -0.055
C 0.431 -0.984 0.671
O 1.545 -0.196 1.059
H 0.545 -0.685 -1.990
H -0.373 0.933 -2.065
H -1.165 0.901 1.609
H -0.068 -1.274 1.601
H 0.735 -1.903 0.146
H 1.779 0.319 0.267



Record-wise energy values, in Eh: -310.16224, -2185.06350, -990.51588, -646.41261, -413.63386, -306.44242